[1]
{"formula": "C5H13BO", "method": "ωB97M-V/def2-TZVPD", "de_lowest_ev": 3.3688, "orbital_gap_ev": 9.988, "charge": 0, "species": ["C", "H", "O", "H", "B", "C", "H", "H", "H", "C", "H", "C", "H", "H", "H", "C", "H", "H", "H", "H"], "coordinates": [[-1.6679, 0.7801, -0.0527], [2.8548, -1.2159, -2.3904], [-0.4357, -0.8437, 0.8315], [2.8563, -1.2947, -0.5202], [1.6749, 0.4420, -1.2483], [2.2353, -0.9966, -1.5716], [2.6283, 0.4675, 0.9837], [2.6643, 1.9191, 0.0110], [-1.0661, 1.4386, 0.7358], [-2.8124, -0.8884, 1.4922], [-3.1092, -1.7785, 0.8742], [-1.6520, -0.5591, 0.6339], [1.2989, -1.5288, -1.5853], [-2.7730, -1.0034, 2.6057], [-2.7024, 0.9772, -0.3182], [2.0707, 1.0406, 0.1509], [-0.8458, 0.6990, -0.8235], [-3.5762, -0.1409, 1.4502], [1.1749, 1.1385, -2.0249], [1.1824, 1.3476, 0.7658]], "forces_ev_per_a": [[1.7, -0.1, 0.0], [0.5, -0.2, -1.3], [-3.1, -2.1, -0.3], [-1.7, 0.3, -3.1], [2.3, -0.8, 1.0], [0.9, 0.6, 4.5], [-0.6, 0.1, -1.8], [0.3, 1.0, -0.3], [-2.2, -0.9, -1.5], [-0.7, -1.8, -0.3], [-0.8, 0.1, 1.4], [5.8, 3.4, 3.0], [-0.4, -1.0, -0.1], [1.1, -0.8, -1.2], [0.4, 1.2, -0.4], [-0.9, -0.7, 2.5], [-1.6, 0.4, 0.1], [-0.5, 0.5, -0.9], [-0.8, 0.4, -0.6], [0.5, 0.2, -0.8]]}

[2]
{"formula": "C5H13BrN", "method": "ωB97M-V/def2-TZVPD", "de_lowest_ev": 5.1674, "orbital_gap_ev": [5.950, 5.813], "charge": 1, "species": ["H", "C", "H", "H", "H", "C", "H", "H", "H", "H", "C", "C", "Br", "H", "H", "H", "N", "H", "H", "C"], "coordinates": [[-2.3083, 0.8713, 1.3654], [-0.6140, -0.9093, -1.3615], [-0.4384, -0.7137, 2.0347], [0.8064, -1.4908, 1.0259], [-0.7777, -2.1621, 0.9409], [3.1176, 0.9566, -0.0853], [-0.5213, -0.1356, -2.2376], [0.2298, -1.5061, -1.3397], [3.0883, 1.4061, 0.8093], [-1.4664, -1.6198, -1.4476], [-0.1564, -1.2257, 1.0369], [-0.6558, -0.2505, 0.0081], [3.2987, 2.1580, -1.4378], [3.0856, 0.0054, -0.3017], [-2.7491, -0.4965, 0.4592], [0.6426, 1.0634, 0.8354], [0.1761, 0.9990, -0.0088], [-0.3185, 1.8033, -0.2536], [-2.3549, 0.9418, -0.4895], [-2.0841, 0.3051, 0.4473]], "forces_ev_per_a": [[1.1, -0.1, -0.3], [-2.1, 2.0, -1.1], [0.7, -1.3, -1.1], [3.9, -0.8, -0.3], [0.6, 0.9, 0.3], [-0.8, 5.1, -3.6], [-0.5, -1.6, 1.6], [2.0, -1.2, -0.4], [0.0, 1.1, 3.5], [0.4, 0.7, -0.4], [-5.3, 1.2, 2.2], [-0.7, 1.9, 0.6], [0.2, -1.0, 0.8], [0.0, -5.1, -1.0], [-1.3, -1.5, -0.1], [0.5, 0.7, 2.2], [1.5, -3.0, -1.0], [-0.8, 1.5, -0.4], [-0.1, -0.8, 1.8], [0.7, 1.2, -3.1]]}

[3]
{"formula": "C5H13ClN2Si", "method": "ωB97M-V/def2-TZVPD", "de_lowest_ev": 1.4838, "orbital_gap_ev": 9.227, "charge": 0, "species": ["Cl", "H", "C", "H", "N", "C", "C", "H", "N", "H", "H", "H", "H", "H", "H", "H", "Si", "H", "H", "C", "H", "C"], "coordinates": [[2.2704, 0.7292, -0.2248], [0.3848, 2.1792, -1.1155], [-0.6000, 2.3612, -0.4968], [0.9327, -2.3323, 3.0852], [-0.2440, -0.9637, -1.5449], [0.5968, -1.6034, 1.1439], [0.4106, -1.8338, -2.6138], [-1.4565, 2.7348, -1.0865], [-0.7276, 1.0981, 0.2249], [-0.1967, -1.8879, -3.4955], [0.7448, -2.7984, -2.1942], [-0.7042, 2.1954, 1.9417], [1.3262, -1.3124, -2.9499], [-0.7530, -0.1690, -1.9844], [1.1328, -0.4945, 2.7350], [-2.3479, 1.5207, 1.4785], [0.4974, -0.2093, -0.1248], [-0.4049, 3.0902, 0.2543], [-1.0473, 0.5562, 2.3448], [-1.2350, 1.2926, 1.5237], [0.4165, -2.5824, 0.7067], [1.0043, -1.5703, 2.3924]], "forces_ev_per_a": [[1.3, 0.3, -0.3], [-2.1, 1.2, 0.5], [2.2, -1.5, -1.2], [0.3, -1.6, 1.2], [0.7, 0.7, -0.7], [0.4, -0.5, -1.6], [1.2, 1.8, 1.6], [0.2, -0.7, 0.0], [1.4, -2.3, -1.2], [-0.6, -0.5, -0.1], [-0.6, 0.3, -0.3], [-0.8, -0.3, 0.0], [-0.1, -0.4, 0.0], [0.3, -1.0, 0.2], [0.3, -1.6, 0.4], [1.1, -0.2, 0.4], [-3.6, -0.4, 0.2], [0.5, 1.1, 0.4], [-0.2, -0.1, -1.3], [-1.0, 1.4, 2.2], [-0.4, -0.1, -0.1], [-0.6, 4.3, -0.3]]}

[4]
{"formula": "C5H13ClN3O2", "method": "ωB97M-V/def2-TZVPD", "de_lowest_ev": 0.0000, "orbital_gap_ev": 10.266, "charge": 1, "species": ["C", "H", "C", "N", "N", "C", "H", "H", "H", "H", "Cl", "C", "H", "H", "H", "O", "C", "O", "H", "H", "N", "H", "H", "H"], "coordinates": [[0.0752, 1.1047, -0.2436], [-0.4457, 1.8468, -2.2443], [0.3324, 1.3150, -1.6801], [-1.5673, -0.2032, -0.8679], [0.5651, 0.1064, 0.4484], [0.6663, -2.3864, 0.9552], [-0.1269, -2.3132, 1.6167], [0.8093, -3.4274, 0.4764], [0.8171, 1.0515, 2.1978], [-0.1669, 3.2037, 0.1686], [-2.8118, -0.3720, 0.3632], [-0.5727, 2.2530, 0.5533], [1.7321, -2.2417, -1.3960], [-0.5423, 2.1883, 1.6321], [-1.6036, 2.0562, 0.1451], [1.5237, -1.3861, -1.0139], [0.5145, -1.2721, -0.1136], [-0.7709, -1.3715, -0.7936], [-0.2613, -0.3804, 2.2155], [-2.0209, -0.1653, -1.7529], [0.4896, 0.1212, 1.8429], [1.1048, 1.9951, -1.6654], [1.6581, -2.1317, 1.3881], [0.6022, 0.4089, -2.2319]], "forces_ev_per_a": [[-0.6, 1.2, 1.2], [-0.2, -0.2, 0.7], [-1.1, -1.1, -0.7], [0.7, -1.2, 2.5], [-0.6, -1.3, 0.3], [2.4, 0.0, -2.4], [-1.3, -0.5, 1.5], [-0.7, 1.8, 0.6], [-0.8, -1.9, -0.1], [-0.4, -0.3, 0.3], [0.0, 0.2, -0.5], [-0.2, -0.7, -2.3], [-0.5, -0.4, 0.4], [-0.2, 0.0, -0.2], [0.6, 1.0, 0.8], [0.7, 1.4, -0.9], [0.6, -0.8, 0.0], [-0.9, 0.2, -0.7], [-1.4, -0.1, 0.8], [-0.5, -0.6, -1.0], [2.9, 2.0, -0.3], [2.3, 1.4, -0.4], [-0.9, -0.3, 0.3], [0.1, 0.3, 0.3]]}

[5]
{"formula": "C5H13ILaNOP", "method": "ωB97M-V/def2-TZVPD", "orbital_gap_ev": 5.762, "charge": 3, "species": ["H", "C", "H", "H", "C", "H", "O", "H", "La", "H", "H", "H", "H", "P", "I", "H", "C", "N", "C", "H", "H", "C", "H"], "coordinates": [[-2.1895, -1.5792, -0.0286], [2.7745, -0.5822, 0.7413], [2.0727, 0.2710, -1.9604], [-0.3000, -1.8285, -1.5883], [1.4045, 0.3103, -1.0882], [3.8455, -0.7451, 0.5120], [1.7371, -0.8800, -0.1555], [-2.3424, 1.7394, 1.8312], [1.1258, -0.1384, 2.3117], [2.6439, 0.4655, 1.0079], [-2.8902, 1.6740, 0.1091], [-1.5028, 2.7308, 0.5660], [-2.5086, -0.9516, 1.6146], [-0.8793, 0.4160, 0.5014], [-0.5441, 1.9629, -2.4596], [-1.0521, -1.9439, 1.2905], [-0.0843, 0.2365, -1.3392], [-0.4211, -0.9292, -2.0457], [-1.7130, -1.1478, 0.8716], [1.6054, 1.2369, -0.5144], [2.5423, -1.1478, 1.5854], [-2.0130, 1.7739, 0.7755], [-1.3112, -0.9436, -2.5383]], "forces_ev_per_a": [[0.2, 0.1, 0.3], [2.6, -0.3, -4.1], [-0.4, -0.3, 0.1], [0.4, 0.1, -0.1], [0.1, 0.0, 0.6], [-0.5, -0.1, -0.5], [0.2, 1.2, 0.6], [0.0, 0.1, -0.5], [-5.6, 1.3, 3.9], [1.5, 1.2, -0.3], [0.3, 0.1, 0.3], [-0.3, -0.4, 0.1], [0.3, -0.2, -0.3], [0.1, 0.2, -0.9], [-0.2, 0.4, -0.2], [-0.2, 0.2, -0.3], [0.1, -0.6, 0.1], [-0.7, -0.3, 0.3], [-0.4, -0.4, 0.4], [0.2, -0.3, -0.1], [2.5, -2.8, 0.7], [-0.5, 0.4, -0.1], [0.2, 0.3, -0.1]]}

[6]
{"formula": "C5H13N", "method": "ωB97M-V/def2-TZVPD", "de_lowest_ev": 2.3143, "orbital_gap_ev": 9.525, "charge": 0, "species": ["C", "H", "C", "H", "C", "N", "H", "H", "H", "C", "H", "C", "H", "H", "H", "H", "H", "H", "H"], "coordinates": [[0.7651, 0.3970, -1.9187], [-0.4806, -0.9320, 1.7929], [0.1961, -0.7792, 0.9482], [-1.4129, 0.7337, -1.5016], [1.6446, -0.5169, 1.2091], [-0.4679, 0.3157, 0.1710], [1.8120, 0.3832, 1.9509], [-2.6546, 0.6821, 0.1625], [1.2716, 1.0421, -1.1378], [-0.6714, 0.0044, -1.2023], [0.5150, 0.7971, -2.8956], [-1.8007, 0.7355, 0.8389], [-1.1338, -1.0130, -1.5077], [-2.0449, 0.1863, 1.7729], [-1.5777, 1.8397, 1.1025], [2.0691, -1.4980, 1.6717], [1.4425, -0.4170, -1.9474], [0.3350, -1.6126, 0.2025], [2.1935, -0.3483, 0.2881]], "forces_ev_per_a": [[-2.2, 0.0, 2.0], [0.8, -0.8, 0.1], [-0.3, 0.3, -2.6], [0.0, 0.2, -0.7], [1.3, 0.2, 3.2], [-2.2, -1.0, 2.5], [-0.1, -1.8, -1.4], [0.1, 0.0, 0.0], [-0.9, 0.1, -1.5], [1.6, 0.4, -1.7], [0.6, 0.3, 0.0], [2.1, 1.7, 0.2], [1.0, 1.0, 0.7], [0.3, 0.2, -0.6], [-1.0, -1.7, -0.2], [-0.4, 1.8, -0.5], [0.4, -1.2, -0.6], [-1.2, -0.1, 1.1], [0.0, 0.1, 0.0]]}